The following is a DFT calculation (ωB97M-V with the def2-TZVPD basis set) of a structure of composition C8H12As2Ca3F12NO9 in a non-equilibrium geometry.

The calculation puts the highest occupied orbital energy at -18.52 eV. Its HOMO-LUMO gap is 8.1 eV. The calculation puts the lowest unoccupied orbital energy at -10.43 eV. Its total energy is -8746.1758 hartree. The value obtained for the largest force on an atom is 4.3 eV/Å. The charge is +3.

XYZ file:
```
47
Properties=species:S:1:pos:R:3:forces:R:3
Ca -1.150 -2.941 -0.246 -0.1 0.9 0.8
Ca 2.463 -1.247 4.308 -1.1 0.3 -0.1
Ca 4.073 -0.450 0.402 -1.2 1.8 -0.4
As 2.794 2.571 2.775 -2.3 3.6 -0.1
F 2.954 3.870 1.656 0.1 -0.7 0.6
F 1.327 2.075 1.910 1.1 -0.5 0.6
F 2.661 1.095 3.822 0.3 -1.5 0.1
F 4.211 3.009 3.638 -0.4 -0.8 -0.5
F 1.759 3.406 3.890 0.9 -0.7 -0.6
F 3.725 1.560 1.621 0.8 -1.5 -0.2
As 1.683 -4.585 2.435 -0.8 -1.8 0.5
F 1.863 -5.474 0.964 -0.2 0.8 0.6
F 3.112 -5.249 3.107 -0.6 0.7 -0.4
F 1.552 -3.501 3.913 0.1 0.4 -0.5
F 0.170 -3.787 1.680 0.5 -0.2 -0.1
F 0.609 -5.710 3.177 0.8 1.0 -0.6
F 2.524 -3.168 1.764 0.4 0.2 0.0
N 0.747 -0.894 1.640 -0.3 0.4 0.8
O 0.723 -0.837 2.883 0.4 -0.3 0.1
O -0.276 -1.245 1.061 0.2 -0.1 -0.8
O 1.761 -0.530 1.024 0.6 -0.7 -0.3
C -6.300 -0.160 0.853 -1.2 1.3 0.6
C -5.305 0.648 0.023 -1.3 -1.3 0.4
C -4.227 1.460 0.690 0.6 2.3 -1.0
O -3.035 0.663 0.555 0.6 -0.3 0.2
C -3.241 -0.255 -0.349 -2.2 0.4 0.2
O -2.368 -1.022 -0.742 0.5 -1.3 -0.1
O -4.518 -0.300 -0.753 2.2 -0.3 -0.1
H -5.949 -0.945 1.520 0.6 0.1 -0.2
H -7.181 -0.519 0.319 0.5 -0.3 -0.6
H -6.820 0.563 1.494 0.4 0.1 0.3
H -5.793 1.261 -0.731 -0.3 0.0 0.3
H -4.242 2.006 1.631 -0.5 -1.3 0.7
H -4.090 2.343 0.052 0.4 -0.3 -0.3
C 2.284 1.983 -5.433 0.8 0.7 -0.7
C 1.547 1.724 -4.159 -1.6 -0.2 0.3
C 1.034 0.305 -3.836 1.4 -0.6 -0.7
O 1.273 0.199 -2.418 -0.2 -0.8 2.0
C 2.285 0.991 -2.101 -0.4 1.3 -3.1
O 3.148 0.829 -1.260 0.1 -0.9 1.3
O 2.348 1.980 -2.981 1.3 0.0 0.8
H 1.642 1.898 -6.312 -0.1 -0.6 0.2
H 3.221 1.441 -5.568 -0.3 -0.6 0.1
H 2.626 3.015 -5.550 -0.3 0.2 0.7
H 0.667 2.366 -4.080 0.2 0.3 -0.1
H 1.695 -0.503 -4.175 -0.2 0.3 -0.9
H 0.014 0.060 -4.112 -0.1 0.3 0.3
```
Forces are in eV/Å.

Here are the Mulliken charges for atoms 1 to 6, given in e:
1. Ca 1.7944
2. Ca 1.6936
3. Ca 1.7352
4. As 1.9036
5. F -0.4474
6. F -0.4662